Entry from the OMol25 dataset: a 14-piece molecular cluster, C40H116N8O14 overall at a distorted geometry (ωB97M-V with the def2-TZVPD basis set).

```
! wB97M-V def2-TZVPD RIJCOSX def2/J DEFGRID3
* xyz 0 1
O 10.6733 -4.3500 -18.4100
H 10.6409 -4.8577 -17.5992
H 11.6001 -4.3389 -18.6493
O 8.3994 -6.6027 -21.7238
H 9.0836 -6.1578 -21.2236
H 8.2723 -7.4352 -21.2689
C 19.1242 -0.9805 -12.5723
C 19.9258 -1.5973 -13.6441
O 19.2092 -2.6227 -14.2643
H 19.7243 -0.3142 -11.9525
H 18.7071 -1.7483 -11.9207
H 18.3604 -0.4121 -13.1029
H 20.8295 -2.0108 -13.1962
H 20.1766 -0.8700 -14.4163
H 19.1471 -3.3306 -13.6188
C 8.3277 7.9561 -21.3485
C 9.0643 6.7229 -20.8115
O 8.7029 5.7052 -21.6828
H 8.1666 8.7864 -20.6610
H 7.3131 7.7424 -21.6848
H 8.8004 8.3735 -22.2375
H 8.5555 6.4893 -19.8762
H 10.1097 6.8535 -20.5319
H 8.7394 4.8392 -21.2701
C 12.7251 -1.0702 -32.4112
C 13.1012 -0.4942 -31.0601
O 13.8308 -1.3278 -30.1923
H 12.1524 -1.9859 -32.2643
H 13.6763 -1.2938 -32.8943
H 12.2724 -0.3780 -33.1212
H 12.1720 -0.1696 -30.5917
H 13.6495 0.4294 -31.2457
H 14.0017 -0.9845 -29.3122
C 23.3389 -6.4100 -19.6059
C 23.3933 -7.6634 -20.5256
O 23.2775 -7.2483 -21.8782
H 22.3728 -5.9412 -19.4188
H 23.9722 -5.6041 -19.9768
H 23.5513 -6.6844 -18.5726
H 22.6363 -8.4040 -20.2677
H 24.3521 -8.1691 -20.4118
H 23.3237 -8.0491 -22.4056
C 20.9320 -9.1786 -9.1507
C 21.1938 -10.0508 -10.3804
C 21.3998 -9.2214 -11.6727
O 20.2210 -8.6629 -12.2544
C 19.3804 -9.5914 -12.9133
N 22.3615 -10.8815 -10.1575
H 20.6948 -9.8776 -8.3487
H 20.0536 -8.5436 -9.2668
H 21.7728 -8.5437 -8.8714
H 20.3185 -10.6965 -10.4516
H 21.9512 -9.6759 -12.4958
H 22.0668 -8.3768 -11.4999
H 18.6233 -9.0005 -13.4287
H 18.8546 -10.1935 -12.1722
H 19.9084 -10.2984 -13.5533
H 22.1407 -11.6457 -9.5352
H 22.4815 -11.3392 -11.0498
C 17.5270 5.4247 -17.3194
C 18.8635 6.1230 -17.0101
C 19.6516 5.5116 -15.7847
O 20.9426 6.1511 -15.5905
C 20.9679 7.4472 -15.0127
N 19.5968 6.1376 -18.3062
H 17.0346 5.8951 -18.1705
H 16.7714 5.5822 -16.5498
H 17.6636 4.3774 -17.5886
H 18.6980 7.1726 -16.7671
H 19.8257 4.4772 -16.0810
H 19.0447 5.5383 -14.8798
H 20.2588 8.1141 -15.5032
H 22.0005 7.7960 -14.9999
H 20.7507 7.3861 -13.9463
H 20.5551 6.4484 -18.2349
H 19.7704 5.1715 -18.5441
C 12.4316 10.6371 -27.3367
C 12.9310 12.0483 -27.3162
C 12.9300 12.7035 -28.7291
O 11.5702 12.8932 -29.1245
C 11.4234 13.7781 -30.1866
N 12.1240 12.8258 -26.3826
H 11.4321 10.6475 -27.7714
H 12.3779 10.2335 -26.3256
H 13.0108 10.0370 -28.0386
H 13.9270 12.0349 -26.8736
H 13.4411 12.1173 -29.4928
H 13.3283 13.7149 -28.6473
H 12.0392 13.4266 -31.0145
H 11.6614 14.8280 -30.0156
H 10.4407 13.7733 -30.6582
H 12.5054 13.7604 -26.3515
H 11.2938 13.0452 -26.9144
C 6.6028 0.1745 -15.9247
C 7.5147 1.2872 -16.5924
C 8.7574 1.5762 -15.7482
O 8.5118 2.0632 -14.4693
C 8.0750 3.3933 -14.3201
N 7.9267 0.8612 -17.9408
H 7.1969 -0.6767 -15.5921
H 5.8332 -0.1504 -16.6249
H 6.1743 0.5318 -14.9883
H 7.0018 2.2470 -16.6541
H 9.3520 2.3200 -16.2786
H 9.4095 0.7054 -15.6802
H 8.9422 4.0536 -14.3315
H 7.8081 3.5464 -13.2744
H 7.2543 3.7111 -14.9631
H 7.1376 0.5109 -18.4649
H 8.4304 -0.0141 -17.9516
C 9.5474 -6.3358 -29.1603
C 8.3831 -5.3094 -29.2726
C 7.1004 -6.0041 -29.7861
O 6.8879 -6.2416 -31.1621
C 6.6315 -5.1038 -31.9254
N 8.2640 -4.7215 -27.9319
H 10.5302 -5.8693 -29.0925
H 9.6320 -7.0191 -30.0053
H 9.3991 -7.0243 -28.3285
H 8.7393 -4.5320 -29.9485
H 6.2068 -5.4766 -29.4525
H 6.9684 -6.9550 -29.2699
H 6.5238 -5.4764 -32.9440
H 7.5050 -4.4520 -31.9381
H 5.7355 -4.6000 -31.5627
H 7.8987 -5.4141 -27.2940
H 9.2152 -4.7367 -27.5925
C 22.0240 4.1390 -26.6817
C 20.5728 4.1979 -26.2323
C 19.6296 5.1542 -27.0116
O 20.2367 6.4484 -26.9309
C 19.9378 7.3618 -27.9922
N 20.0747 2.8697 -26.3056
H 22.5451 5.0963 -26.6948
H 22.0772 3.7361 -27.6931
H 22.5730 3.4671 -26.0219
H 20.4785 4.4718 -25.1815
H 18.6169 5.2091 -26.6121
H 19.5538 4.9075 -28.0706
H 18.9748 7.8721 -27.9735
H 19.9853 6.8005 -28.9253
H 20.6675 8.1597 -28.1300
H 19.2344 2.8674 -25.7452
H 20.7518 2.2261 -25.9215
C 15.1718 -3.6590 -23.2529
C 15.4205 -2.4797 -22.2803
C 14.5431 -1.1611 -22.5286
O 14.9143 -0.4682 -23.7440
C 14.0338 0.6303 -24.0059
N 15.1520 -3.0355 -20.9595
H 14.1207 -3.9389 -23.1817
H 15.9083 -4.4122 -22.9730
H 15.4640 -3.4446 -24.2808
H 16.4798 -2.2226 -22.2837
H 14.7660 -0.4821 -21.7057
H 13.4819 -1.4071 -22.5646
H 12.9730 0.3939 -23.9221
H 14.2247 0.9378 -25.0341
H 14.1800 1.4853 -23.3457
H 15.3304 -2.1905 -20.4359
H 15.9882 -3.5463 -20.7145
C 5.9343 2.2882 -29.5740
C 6.8652 3.0694 -28.7196
C 7.4027 4.3441 -29.4514
O 8.0761 4.0589 -30.6637
C 8.6665 5.2760 -31.2501
N 6.2209 3.3898 -27.4430
H 4.9378 2.6818 -29.7749
H 5.7884 1.3361 -29.0639
H 6.4017 2.0083 -30.5181
H 7.7860 2.5140 -28.5417
H 8.0758 4.8426 -28.7538
H 6.5959 5.0637 -29.5907
H 9.3459 5.7578 -30.5470
H 7.9303 6.0239 -31.5447
H 9.2361 4.9872 -32.1334
H 6.9327 3.7882 -26.8474
H 5.9074 2.5143 -27.0490
*
```

## Properties
- DFT total energy (Eh) = -3084.63040
- relative energy (zero: lowest compared OMol25 entry of this formula, charge and spin) (eV) = 2.636
- E_LUMO (eV) = 0.43
- highest occupied orbital energy (eV) = -9.09
- max |F| (eV/A) = 2.87

***

Entry from the OMol25 dataset: one molecule with the formula C3HF3O at a distorted geometry (ωB97M-V with the def2-TZVPD basis set).

```
! wB97M-V def2-TZVPD RIJCOSX def2/J DEFGRID3
* xyz 0 1
C -0.7701 1.3309 -0.5923
C -1.4222 0.3462 -0.1275
C -2.8118 -0.2991 0.0994
O -0.1442 0.2319 0.3444
F -3.6687 0.7178 0.0149
F -3.1695 -1.2980 -0.8199
F -2.9455 -0.8418 1.2876
H -0.3543 2.1782 -1.1658
*
```

## Properties
- DFT total energy (Eh) = -489.60048
- relative energy (zero: lowest compared OMol25 entry of this formula, charge and spin) (eV) = 3.722
- SMILES = FC(F)(F)C1=CO1
- E_LUMO (eV) = 0.65
- highest occupied orbital energy (eV) = -9.04
- max |F| (eV/A) = 2.34

***

Entry from the OMol25 dataset: C46H55AsMoN3O9P2S as an isolated structure at a distorted geometry (ωB97M-V with the def2-TZVPD basis set).

```
! wB97M-V def2-TZVPD RIJCOSX def2/J DEFGRID3
* xyz 1 3
Mo 0.2587 -0.2218 -0.2797
C -2.7434 -0.5687 0.7422
N -1.3332 -0.8688 1.1835
C -1.2442 -2.3180 1.4928
C -1.1063 0.0319 2.3077
C -1.4846 -0.2603 3.6004
C -1.4449 0.7311 4.5674
C -1.0800 2.0184 4.2084
C -0.7103 2.3139 2.9053
C -0.6808 1.3100 1.9395
N -0.2501 1.4664 0.5671
C -0.4440 2.8211 0.0304
C 0.3233 3.8897 0.4922
C 0.0462 5.1995 0.1477
C -1.0233 5.4845 -0.6827
C -1.7743 4.4375 -1.1815
C -1.4975 3.1109 -0.8562
N -2.2451 2.0674 -1.4792
C -1.8410 1.9328 -2.8857
C -3.6961 2.2252 -1.3795
H -3.3989 -0.6951 1.6034
H -2.7911 0.4533 0.3873
H -3.0556 -1.2317 -0.0560
H -2.0191 -2.6225 2.1956
H -1.3893 -2.8712 0.5721
H -0.2654 -2.5687 1.8904
H -1.8245 -1.2557 3.8644
H -1.7217 0.5024 5.5900
H -1.0845 2.8119 4.9477
H -0.4583 3.3301 2.6502
H 1.1568 3.7087 1.1442
H 0.6693 5.9963 0.5370
H -1.2592 6.5064 -0.9566
H -2.6063 4.6419 -1.8470
H -2.1702 2.7916 -3.4877
H -0.7561 1.8648 -2.9459
H -2.2638 1.0279 -3.3139
H -4.0878 3.0035 -2.0498
H -4.1661 1.2780 -1.6437
H -3.9762 2.4845 -0.3581
O -1.9154 -1.2891 -4.1536
As -2.0243 -1.7764 -2.4704
O -3.6002 -1.7504 -2.0397
O -1.1423 -0.6269 -1.5498
C -1.4102 -3.6229 -2.5064
C -2.4068 -4.5621 -2.7097
C -2.0454 -5.8766 -2.9851
C -0.7093 -6.2484 -3.0675
C 0.2984 -5.3192 -2.8410
C -0.0655 -4.0186 -2.5517
S 1.1116 -2.7502 -2.2985
O 0.7483 -1.7422 -3.2688
O 2.4364 -3.2900 -2.3874
O 0.7726 -2.2710 -0.8952
H -2.8366 -1.1662 -4.4315
H -3.4436 -4.2571 -2.6517
H -2.8181 -6.6173 -3.1539
H -0.4476 -7.2694 -3.3181
H 1.3484 -5.5824 -2.8930
C 2.2222 1.3457 -5.6681
C 1.4839 1.1730 -4.3675
O 2.4008 0.5552 -3.4240
P 2.1078 0.4886 -1.8666
O 2.2935 2.0148 -1.4100
C 3.3783 2.8234 -1.9323
C 2.9868 4.2777 -1.9258
O 3.4097 -0.2909 -1.4090
C 4.5053 -0.8087 -2.2223
C 5.4993 0.2570 -2.6216
H 1.5509 1.7801 -6.4106
H 2.5729 0.3801 -6.0345
H 3.0821 2.0085 -5.5479
H 0.6175 0.5260 -4.4830
H 1.1614 2.1377 -3.9726
H 3.6122 2.4981 -2.9428
H 4.2538 2.6510 -1.3059
H 2.1131 4.4526 -2.5623
H 3.8189 4.8764 -2.3038
H 2.7463 4.6064 -0.9180
H 4.0904 -1.2990 -3.0905
H 4.9625 -1.5653 -1.5909
H 5.0655 0.9441 -3.3503
H 6.3573 -0.2334 -3.0860
H 5.8479 0.8290 -1.7628
C 1.4585 -1.0722 6.0479
C 1.8503 0.1734 5.5882
C 2.0568 0.3977 4.2292
C 1.8736 -0.6259 3.3061
C 1.4724 -1.8793 3.7883
C 1.2699 -2.1040 5.1371
P 2.3088 -0.5551 1.4925
C 3.5805 0.7690 1.5113
C 3.1408 2.0371 1.8633
C 4.0220 3.0957 2.0118
C 5.3761 2.8912 1.7849
C 5.8247 1.6323 1.4070
C 4.9344 0.5749 1.2676
C 3.3419 -2.0887 1.5406
C 3.2194 -3.1531 0.6565
C 4.0130 -4.2898 0.8009
C 4.9380 -4.3715 1.8247
C 5.0727 -3.3089 2.7143
C 4.2808 -2.1847 2.5783
H 1.3161 -1.2449 7.1077
H 2.0176 0.9832 6.2885
H 2.4059 1.3715 3.9241
H 1.3853 -2.7148 3.1051
H 0.9829 -3.0923 5.4793
H 2.0891 2.1653 2.0532
H 3.6598 4.0735 2.3131
H 6.0787 3.7079 1.9002
H 6.8790 1.4687 1.2165
H 5.3065 -0.3985 0.9787
H 2.5198 -3.1049 -0.1497
H 3.9010 -5.1084 0.0993
H 5.5553 -5.2553 1.9363
H 5.7957 -3.3596 3.5201
H 4.3869 -1.3758 3.2914
*
```

## Properties
- DFT total energy (Eh) = -6012.09180
- relative energy (zero: lowest compared OMol25 entry of this formula, charge and spin) (eV) = 1.131
- E_LUMO (spin up / spin down) (eV) = -3.89 / -3.54
- highest occupied orbital energy (spin up / spin down) (eV) = -10.88 / -10.90
- <S²> = 2.0668
- max |F| (eV/A) = 1.38

***

Entry from the OMol25 dataset: one molecule with the formula C17H17ClN6O4 at a distorted geometry (ωB97M-V with the def2-TZVPD basis set).

```
! wB97M-V def2-TZVPD RIJCOSX def2/J DEFGRID3
* xyz 0 1
O -0.7531 0.3751 2.2123
O 2.6063 3.4752 -1.9194
O -0.5847 -4.9978 0.9073
Cl -3.4239 3.8046 -4.5942
N 3.9789 3.4882 0.9232
N -1.3057 2.7362 -1.2856
N 2.1462 2.0974 2.5692
O 0.5905 0.3204 0.3849
C -0.1239 -0.2417 1.3645
C 2.1587 2.9646 -0.9011
C 4.2668 3.2261 2.1987
C 3.3453 2.5320 3.0276
C -2.3089 3.1179 -2.1261
C 2.7733 3.0002 0.4183
C -0.0839 2.5058 -1.7765
C 1.8770 2.2843 1.2639
C 0.1351 2.4922 -3.1583
C -0.8767 2.8567 -4.0297
C -2.1255 3.2181 -3.5336
N -0.1374 -1.6328 1.3265
N 0.9681 2.2407 -0.8961
C 0.4732 -2.3694 0.1942
C -0.7702 -2.4451 2.3435
C -2.3664 -4.7797 -0.2402
C -0.5814 -3.2099 -0.5103
C -1.8228 -3.3439 1.6670
C 0.6997 1.7730 0.4438
N -1.2947 -4.0767 0.4756
H 5.2282 3.4574 2.6406
H 3.6253 2.2715 4.0342
H -3.2743 3.3561 -1.7570
H 1.1088 2.2531 -3.5283
H -0.6815 2.8530 -5.1128
H 0.9814 -1.7780 -0.5584
H 1.2511 -3.0403 0.5772
H 0.0021 -3.0766 2.8603
H -1.3226 -1.8522 3.0659
H -3.2162 -4.1178 -0.5094
H -1.9348 -5.1953 -1.1614
H -2.7057 -5.5544 0.4060
H -0.1053 -3.8302 -1.2495
H -1.3138 -2.5502 -1.0212
H -2.1809 -4.1051 2.3995
H -2.6834 -2.6946 1.3671
H -0.2382 2.1919 0.7977
*
```

## Properties
- DFT total energy (Eh) = -1747.61518
- relative energy (zero: lowest compared OMol25 entry of this formula, charge and spin) (eV) = 0.000
- SMILES = C[N+]1([O-])CCN(C(=O)O[C@H]2c3nccnc3C(=O)N2c2ccc(Cl)cn2)CC1
- E_LUMO (eV) = -0.91
- highest occupied orbital energy (eV) = -8.45
- max |F| (eV/A) = 7.35